Formula: C5H9ClN3
Source: the Open Molecules 2025 dataset
Level of theory: ωB97M-V/def2-TZVPD

HOMO level (spin up / spin down) (eV): -10.37 / -15.01
Spin multiplicity: 3
Charge: +1
DFT total energy (eV): -22312.3403
ΔE to the lowest compared entry with this formula, charge and spin (kcal per mole): 17.2
HOMO-LUMO gap (spin up / spin down) (eV): 7.084 / 8.032
Expectation value of S²: 2.009

The geometry in XYZ format:
```
18
Properties=species:S:1:pos:R:3:forces:R:3
Cl 1.36531 -0.08850 2.69042 0.1 -0.6 2.8
N -0.46123 -0.15177 -0.91846 0.0 2.2 2.1
N 1.68202 0.86647 0.38037 1.4 1.4 -1.1
N -2.51538 -0.51692 1.18323 0.8 0.5 -0.6
C -0.21322 -0.90873 0.28439 -1.4 2.9 -0.5
C 1.57062 1.28207 -0.97073 -1.4 -0.3 0.3
C 1.06745 0.13824 1.13115 -0.1 -0.2 -2.6
C 0.67206 0.16816 -1.74074 1.6 -0.8 1.2
C -1.28153 -1.04965 1.27810 0.6 0.2 -2.2
H 1.28492 -0.73561 -1.91879 -0.2 0.5 0.2
H -2.77675 -0.07579 0.31457 -0.7 -0.2 0.4
H 2.46137 1.48961 -1.51141 1.4 -0.9 -0.1
H 0.44961 -1.68905 0.10110 0.8 -1.8 -0.2
H 0.43468 0.56182 -2.69212 -0.7 0.6 -0.9
H -0.75249 0.84184 -0.62406 -0.7 -2.1 -0.5
H 1.21845 2.32219 -0.97719 -1.1 -0.3 0.1
H -3.13853 -0.84668 1.88269 -1.0 0.2 0.0
H -1.06735 -1.60769 2.10747 0.5 -1.4 1.9
```
Positions in Å, forces in eV/Å.

=====

Formula: CH6NO2P
Source: the Open Molecules 2025 dataset
Level of theory: ωB97M-V/def2-TZVPD

HOMO level (eV): -9.30
DFT total energy (eV): -16006.7650
ΔE to the lowest compared entry with this formula, charge and spin (kcal per mole): 72.0
HOMO-LUMO gap (eV): 9.607

The geometry in XYZ format:
```
11
Properties=species:S:1:pos:R:3:forces:R:3
P -1.61171 -0.14681 0.00964 -0.2 -1.7 -2.4
O -1.47111 -0.21579 -1.70499 -0.2 0.7 1.6
O -2.05634 1.22115 0.13708 -0.2 1.6 0.8
N 0.80427 -0.32385 0.22519 -0.7 -0.2 0.4
C 1.53219 -1.17990 -0.34699 -1.7 1.4 -0.5
H -0.46396 2.39151 2.39883 0.7 -2.3 -1.1
H -1.13918 -0.97391 -2.16330 0.3 -1.0 -0.1
H 1.22854 0.39927 0.76766 0.8 0.6 0.2
H 0.87151 -1.85419 -0.91393 1.3 -0.5 -0.1
H 2.58873 -0.98649 -0.42757 0.5 -0.9 0.0
H -0.28293 1.66900 2.01839 -0.6 2.3 1.3
```
Positions in Å, forces in eV/Å.

=====

Formula: C27H54N3O5V
Source: the Open Molecules 2025 dataset
Level of theory: ωB97M-V/def2-TZVPD

HOMO level (eV): 0.81
Charge: -2
DFT total energy (eV): -69266.4568
HOMO-LUMO gap (eV): 3.470

The geometry in XYZ format:
```
90
Properties=species:S:1:pos:R:3:forces:R:3
V 0.16782 0.91054 1.19761 -1.2 2.4 1.3
O 0.45866 0.68860 -0.35419 -0.1 0.1 0.5
O -1.75258 1.61887 1.65303 1.6 -0.5 -0.5
O 1.16551 -2.59155 -5.64067 0.4 -0.3 -0.1
O 0.22106 -0.49453 1.95108 0.2 -0.1 0.0
O 1.22896 2.54449 1.99818 -0.5 -1.4 -1.2
N -2.46065 1.47921 0.44962 0.9 -0.8 -0.8
N 0.48228 -2.91430 -4.46232 -1.2 1.4 -1.1
N 2.03340 1.82760 2.89975 -0.9 -1.1 -0.1
C 4.41188 2.54262 2.35321 0.2 0.7 0.0
C 3.34526 1.43886 2.44321 0.6 -1.6 0.2
C -0.65903 -4.51538 -3.10436 -1.3 0.4 0.1
C -2.64252 2.69314 -0.31140 -0.4 0.7 0.6
C -3.63901 3.68982 0.34510 -0.2 0.8 0.1
C 0.27774 -4.33514 -4.30021 0.0 0.5 0.8
C 0.18085 2.03449 4.53853 -1.8 0.2 -0.9
C 3.89061 0.29675 3.33578 1.6 0.1 1.5
C -4.32059 1.38709 -1.75212 1.3 1.4 0.3
C 2.28514 -2.09283 -2.97855 0.6 0.8 -0.4
C 0.79591 -1.96754 -3.40405 0.6 -2.2 1.6
C -2.82576 -0.89928 0.95712 0.0 0.6 1.5
C -3.85273 0.13130 -1.01136 -2.1 -0.2 -0.7
C -0.48480 -4.85121 -5.50157 0.2 -0.8 -2.0
C 2.29576 0.92313 5.10035 -0.3 -1.6 0.8
C 0.05475 -2.39095 -2.09416 -0.3 1.2 0.7
C -4.69245 0.73483 1.26821 -0.8 -1.9 0.1
C 3.29675 0.75032 1.06806 0.3 0.9 -0.6
C 0.39766 -0.54130 -3.74766 -1.2 0.7 0.1
C -3.43634 0.40015 0.44364 -0.1 0.5 -0.7
C 3.75109 0.56974 4.82439 -0.7 0.8 1.4
C 2.20454 3.41330 4.78500 -0.1 0.0 0.6
C -1.32539 3.47732 -0.43121 0.1 -0.8 -0.1
C -0.16214 -3.86687 -1.83128 0.0 -0.3 -0.3
C 1.67516 2.04296 4.28771 0.8 0.9 0.7
C -3.11695 2.34362 -1.71123 0.5 -0.7 -0.7
C 1.58593 -5.11926 -4.10835 0.1 -0.8 0.5
H 1.84993 3.60594 5.80533 0.1 -0.2 0.0
H -4.54138 3.26711 0.78137 0.1 -0.2 0.0
H 2.20760 -4.73598 -3.29846 -0.3 0.2 0.1
H -0.04526 -0.42674 -4.73647 0.7 -0.3 -0.3
H 1.31135 -6.13975 -3.80028 0.2 -0.1 -0.3
H -5.29752 -0.18901 1.34042 0.4 -0.2 0.2
H -0.81239 3.56384 0.52624 -0.2 0.1 0.1
H 5.43387 2.16854 2.23562 -0.2 -0.4 -0.4
H 2.12782 0.98795 6.18447 0.0 0.8 -0.1
H 3.29288 3.39955 4.81304 0.0 0.2 0.0
H -3.49273 -1.72779 0.72102 0.3 -0.2 -0.4
H -5.44990 1.34856 0.78367 0.5 0.8 0.2
H 2.42504 -2.89471 -2.25209 0.0 -0.1 -0.1
H -1.55811 4.47390 -0.80850 0.2 0.0 -0.2
H 2.91924 -2.25138 -3.85567 -0.1 -0.1 -0.1
H 4.05432 -0.19922 5.54956 -0.3 -0.8 -0.8
H -3.97658 4.45802 -0.36470 0.1 -0.2 -0.2
H 0.75566 -4.33442 -1.45763 0.0 -0.1 -0.1
H -0.36423 1.08417 4.52651 0.7 -0.4 0.0
H -4.54263 1.27888 -2.81425 -0.4 -0.6 0.1
H 4.50861 3.17458 3.23693 -0.5 0.0 0.0
H -1.34690 -4.27065 -5.83699 0.0 0.3 0.7
H -1.15133 -5.49011 -2.97218 1.0 -0.5 0.0
H 2.64804 -1.17832 -2.49182 -0.2 0.0 0.1
H -3.17951 -0.49423 -1.59771 0.5 0.4 0.2
H 3.14985 1.51735 0.30427 -0.1 -0.2 -0.2
H 0.13141 -4.85651 -6.40903 0.3 0.2 0.3
H -2.37327 1.73423 -2.24443 0.5 0.2 0.4
H -0.81336 -5.89986 -5.43384 0.0 0.1 0.6
H 1.71222 0.01802 4.87810 0.0 0.1 -0.4
H -1.57824 -3.95996 -3.35572 0.3 0.4 -0.2
H -0.93423 -4.00155 -1.06710 0.2 0.1 0.2
H -0.34764 2.56931 3.74147 0.3 0.2 0.0
H 1.84430 4.26545 4.20762 0.1 -0.2 -0.4
H -5.17557 1.81535 -1.22321 -0.2 0.0 -0.2
H -0.66819 2.91786 -1.10068 0.1 0.3 -0.1
H -4.79009 -0.45016 -0.99383 0.3 -0.4 0.4
H 0.59881 -1.96209 -1.24312 0.1 0.0 -0.1
H -0.13921 2.53605 5.45541 0.5 0.0 0.2
H -0.43645 -0.22613 -3.10355 0.1 -0.1 0.2
H -0.88799 -1.83481 -2.01137 -0.3 -0.4 -0.3
H -1.77546 -1.00231 0.69672 -0.2 -0.4 -0.7
H 2.55710 -0.03143 0.90680 -0.2 0.0 0.4
H 4.17794 3.16987 1.49015 0.1 0.2 0.1
H -3.12155 4.27651 1.10968 0.0 -0.3 0.3
H -3.12299 3.25573 -2.31806 -0.7 0.1 0.1
H 4.98009 0.20401 3.22195 -0.1 0.1 -0.7
H 1.14601 0.22519 -3.54426 0.3 -0.2 -0.3
H 2.25225 -5.13431 -4.96987 -0.4 0.1 -0.3
H -4.41867 0.95235 2.29954 -0.1 0.7 -0.1
H 4.39451 1.34026 5.28436 0.0 0.6 -1.1
H -2.77013 -0.85864 2.05311 -0.1 0.0 0.0
H 4.27163 0.28518 0.89919 0.0 0.1 -0.1
H 3.52524 -0.70229 3.09734 -0.6 0.2 -0.1
```
Positions in Å, forces in eV/Å.

=====

Formula: C5H35N2O10S
Source: the Open Molecules 2025 dataset
Level of theory: ωB97M-V/def2-TZVPD

HOMO level (eV): -11.63
Charge: +1
DFT total energy (eV): -40035.3130
ΔE to the lowest compared entry with this formula, charge and spin (kcal per mole): 113.4
HOMO-LUMO gap (eV): 9.156

The geometry in XYZ format:
```
53
Properties=species:S:1:pos:R:3:forces:R:3
S -0.81145 -3.02958 2.60687 -0.2 1.4 -0.6
O -0.55575 1.00259 1.46819 2.6 -3.1 1.4
O 2.01739 0.54793 2.50049 0.3 0.3 -0.1
O 0.53174 -1.14261 -1.81808 -3.5 0.3 -0.2
O 3.54526 0.34220 0.47837 1.2 0.1 -0.2
O 4.32553 2.84310 1.76415 0.8 -1.5 -2.6
O 2.36226 4.12574 0.80961 -1.1 0.3 -0.1
O 2.54397 -2.54205 -0.70132 -1.9 -2.1 -0.9
O 0.96322 1.69719 -3.48451 1.3 2.5 0.2
O -2.51831 2.18248 3.24484 0.0 -1.6 1.8
O 2.21604 3.56245 -1.68785 -0.4 0.6 -4.8
N -0.97421 1.04602 -1.55450 -3.9 4.4 -2.6
N -2.43769 -1.86779 -1.02842 -1.9 0.0 1.8
C -3.09231 -0.52655 -1.01800 0.8 1.0 -3.5
C -2.61822 -2.48400 0.43340 2.0 0.1 -2.7
C -2.99308 -3.93657 0.52851 1.0 -0.4 1.5
C -1.17802 -2.41004 0.86569 1.1 -0.1 1.8
C -2.18254 0.35229 -2.09233 -1.2 -3.3 0.4
H -3.00447 -4.26707 1.59379 -0.5 0.6 -0.7
H -3.23032 -0.12915 -0.01042 0.3 0.3 -0.3
H -2.91766 0.95541 -2.66407 1.2 0.3 0.3
H -0.50410 0.31481 2.24118 0.3 2.1 -2.2
H 2.75265 0.33585 1.89373 -0.4 0.4 -0.2
H -0.46644 -2.92583 0.20376 -0.7 0.0 0.0
H 1.61143 -3.00080 -0.83073 3.0 1.3 0.6
H -3.24544 -1.70008 0.84789 -0.2 -1.0 1.1
H 1.91323 4.44453 -2.03840 0.5 -1.4 1.1
H 0.14913 -1.92312 -2.24038 -0.4 0.3 0.1
H -1.43392 1.25675 1.49964 -3.0 1.2 0.5
H 3.94018 2.26205 2.45763 0.4 -0.2 -1.2
H -0.80390 -4.30033 2.31292 0.0 -1.0 -0.2
H -2.27427 -4.65458 0.12038 0.4 0.6 -0.4
H -4.09816 -0.44275 -1.58778 1.2 -0.7 1.3
H 4.45457 2.35946 0.80008 -0.8 1.2 4.2
H 1.42028 -1.31593 -1.85841 3.8 -0.4 -0.1
H 2.90844 4.89264 0.68858 0.2 0.9 -0.3
H -1.73220 -0.51054 -2.73644 -1.1 1.9 0.8
H -2.46222 1.51970 4.06214 0.0 3.0 -2.4
H 2.09703 -0.17546 3.10167 -0.2 -0.7 1.1
H 4.27085 -0.26316 0.29276 0.0 -0.1 0.0
H 1.53643 2.27936 -2.84893 -1.0 -1.2 -0.7
H -2.20710 3.09956 3.42450 -0.2 -1.4 0.6
H -0.63656 0.56799 -0.80247 1.7 -1.8 2.8
H 2.14631 3.50195 -0.76722 -0.3 0.7 3.0
H 0.97813 2.32829 -4.25546 -0.3 -1.3 0.8
H -1.29451 2.04294 -1.23309 1.2 -2.2 -0.6
H -2.96925 -2.38671 -1.71725 0.0 -0.5 0.2
H -0.83941 -1.39410 0.87873 0.2 0.6 0.1
H -3.87602 -4.17011 0.06084 -2.5 -0.5 -0.8
H 2.87615 0.11944 -0.15466 -0.7 -0.3 -0.5
H -0.34824 1.11294 -2.37892 0.8 0.4 0.5
H 3.19179 -3.20885 -1.03951 -0.8 0.7 0.4
H 2.95374 3.61212 1.36882 0.4 -0.7 0.5
```
Positions in Å, forces in eV/Å.

=====

Formula: C5H10N2O
Source: the Open Molecules 2025 dataset
Level of theory: ωB97M-V/def2-TZVPD

HOMO level (eV): -8.51
SMILES: [H]/N=C(/C=C(/C)O)NC
DFT total energy (eV): -10373.8729
ΔE to the lowest compared entry with this formula, charge and spin (kcal per mole): 33.0
HOMO-LUMO gap (eV): 9.258

The geometry in XYZ format:
```
18
Properties=species:S:1:pos:R:3:forces:R:3
O -0.99769 1.47666 0.30414 0.8 -0.6 -0.5
N -0.94629 -2.51415 0.51043 0.1 0.7 0.0
N -0.51067 -1.09748 -1.27906 -0.2 -0.2 -1.0
C 0.87158 1.78124 1.77487 0.0 0.2 0.0
C -0.48031 -1.38963 0.07208 -0.2 -1.7 0.7
C 0.06374 0.85201 0.92117 -0.6 -0.6 1.7
C 0.19291 -0.08757 -2.04161 0.4 0.6 -0.3
C 0.17859 -0.49118 1.03537 0.0 1.0 -1.4
H -1.55500 0.78658 -0.10377 0.2 0.4 0.2
H 0.36639 -0.43299 -3.06583 0.0 -0.3 0.3
H -0.39075 0.82692 -2.18326 0.1 0.0 0.3
H -1.34603 -3.05865 -0.25331 0.1 -0.1 0.0
H -0.65219 -1.93204 -1.84095 -0.3 0.3 0.4
H 1.72486 1.27709 2.23862 -0.2 0.0 -0.3
H 0.25437 2.18399 2.58409 0.0 0.1 -0.2
H 0.80877 -0.96214 1.78104 0.1 0.2 -0.3
H 1.17621 0.16227 -1.63012 -0.2 0.0 0.1
H 1.24153 2.61908 1.17609 -0.1 0.0 0.1
```
Positions in Å, forces in eV/Å.

=====

Formula: C24H49N3O5S2Si2
Source: the Open Molecules 2025 dataset
Level of theory: ωB97M-V/def2-TZVPD

HOMO level (eV): -8.36
DFT total energy (eV): -77817.0885
ΔE to the lowest compared entry with this formula, charge and spin (kcal per mole): 0.0
HOMO-LUMO gap (eV): 8.026

The geometry in XYZ format:
```
85
Properties=species:S:1:pos:R:3:forces:R:3
S 1.60084 -2.12468 -0.33139 0.0 -0.4 -0.1
S -0.21460 -0.51506 1.27109 0.1 0.2 0.2
Si 2.61538 2.67916 -0.47031 0.4 -0.1 -0.5
Si 3.70449 3.97515 1.75529 -0.2 -0.1 -0.4
O 3.60384 3.90977 0.11171 -0.3 -0.4 0.4
O 3.47617 7.18960 2.81734 0.1 0.1 0.2
O 5.32539 1.82755 4.37548 -1.7 0.4 -1.6
O 6.74029 3.45302 2.53863 -1.5 -1.2 -0.9
O 4.45772 5.36033 2.26939 0.1 -0.5 0.1
N 4.58012 2.53110 2.27090 0.4 1.1 1.0
N 3.80341 6.58740 1.89082 -0.2 0.3 -0.3
N -0.49652 -0.60752 -1.33566 2.1 -0.2 -0.7
C 3.60440 1.28746 -1.26992 -0.3 -0.1 0.7
C -2.74651 1.76361 -2.52461 -0.7 -0.2 0.4
C 0.09167 -5.49663 1.18490 0.1 0.7 0.2
C 4.38373 2.10349 3.63298 1.6 -0.8 1.2
C -6.38304 1.01991 1.21432 0.4 0.3 -0.5
C 0.74674 -4.59072 2.22860 -0.3 -0.3 -0.1
C 2.95278 1.88175 4.05429 0.2 0.0 -0.2
C -3.85558 2.78898 -2.25623 0.6 -0.2 0.4
C -0.94204 -3.73421 -1.81688 -0.8 -0.1 0.1
C -5.43259 1.11077 -1.15321 -0.1 0.4 0.1
C -1.97363 1.40706 -1.25170 0.0 -0.2 -0.6
C -0.30299 -1.34695 -2.60104 -0.8 0.2 -0.2
C 3.47481 -0.04971 -0.48078 -0.1 0.1 -0.7
C 2.82331 -1.19583 -1.29043 0.3 0.2 0.4
C -1.44227 -5.49236 1.31563 0.4 -0.3 -0.7
C 0.21808 -1.01479 -0.22580 -0.5 0.3 0.3
C -1.65416 -3.65870 -0.45653 0.3 -0.6 -0.1
C 6.46443 1.87083 0.77148 0.0 0.3 0.2
C 6.00325 2.68769 1.94268 1.5 0.8 0.7
C -1.23002 -2.54789 -2.73024 0.8 0.0 0.0
C -6.68395 1.03030 -0.29649 -0.1 -0.7 0.4
C -0.56185 0.86500 -1.49649 -0.9 0.1 0.9
C -2.17278 -5.02108 0.05604 0.1 0.6 0.5
C -4.72544 2.45934 -1.04950 -0.5 0.1 -0.2
H 0.38856 -5.10056 0.21652 0.0 -0.1 -0.3
H 1.87116 2.11096 0.67366 0.0 0.0 0.1
H -2.48376 -2.96684 -0.54830 -0.2 0.2 0.0
H -7.39994 1.80264 -0.55893 0.0 0.3 -0.1
H 0.72960 -1.60529 -2.80958 0.1 -0.1 0.2
H -2.51285 0.61556 -0.74809 -0.1 -0.1 0.3
H 1.62765 3.19552 -1.43928 0.1 0.3 0.0
H 6.07516 2.33290 -0.13295 0.0 0.0 -0.1
H 2.91781 0.06796 0.44072 -0.1 0.2 0.2
H 7.54325 1.90734 0.74511 0.2 -0.1 -0.1
H -2.12945 -5.77016 -0.72606 -0.1 -0.2 -0.2
H 4.65922 1.52796 -1.32816 0.1 0.3 -0.2
H -7.16964 0.08594 -0.53261 -0.2 -0.1 -0.1
H 2.95336 1.36297 5.00007 0.1 -0.2 0.2
H -0.18160 1.15766 -2.46938 0.0 -0.2 -0.3
H -6.84229 1.85236 1.73074 -0.2 0.1 0.2
H -1.73108 -4.82153 2.11700 -0.1 0.0 0.4
H -4.18585 2.55514 -0.11390 0.2 -0.1 0.2
H -1.34257 -4.61146 -2.31856 0.0 -0.2 -0.1
H 0.37809 -3.57335 2.13297 0.0 0.2 0.0
H 0.47528 -4.93188 3.22344 0.2 0.0 0.3
H 2.41794 2.81244 4.19114 -0.1 0.2 -0.1
H -1.00115 -3.26822 0.31777 0.1 0.3 0.0
H -6.67159 0.08305 1.66985 -0.2 -0.1 0.2
H 2.46044 -0.85991 -2.25477 -0.3 0.1 -0.1
H -3.36972 3.74684 -2.08325 -0.1 0.3 -0.1
H -5.30936 1.11477 1.35472 0.2 0.0 0.2
H -5.50729 3.21746 -1.00415 -0.1 0.2 0.0
H 4.47507 -0.36130 -0.20373 0.1 -0.2 0.2
H 1.82399 -4.56137 2.10804 0.2 0.0 0.2
H 6.10369 0.85095 0.82119 -0.1 -0.2 0.1
H 0.50538 -6.49557 1.25736 0.0 -0.3 0.0
H 3.58512 -1.93914 -1.49978 0.0 -0.3 -0.1
H 2.35696 3.96728 2.31794 0.0 0.0 0.1
H 0.12215 -3.90387 -1.70901 0.2 0.0 0.0
H -1.13722 -2.87922 -3.76361 0.0 0.0 -0.2
H -1.96003 2.23446 -0.54998 0.2 0.3 0.0
H -5.72076 0.95707 -2.19241 0.1 -0.1 -0.2
H -3.20636 -4.86391 0.35188 -0.3 -0.3 -0.2
H -2.24376 -2.18490 -2.59621 -0.3 -0.1 0.1
H -0.61278 -0.66841 -3.39002 0.1 0.2 -0.1
H -1.76743 -6.50248 1.54273 -0.3 -0.1 0.3
H -2.08572 2.10038 -3.31691 0.1 0.2 -0.1
H 2.44394 1.28772 3.30052 -0.2 0.0 -0.1
H -3.24739 0.86331 -2.87858 0.2 -0.3 -0.3
H -4.51552 2.86332 -3.11415 0.0 0.2 -0.3
H 3.25608 1.19042 -2.29352 -0.1 -0.1 -0.2
H 0.08325 1.30927 -0.75064 0.3 0.0 0.2
H -4.77092 0.30258 -0.85122 0.2 -0.2 -0.1
```
Positions in Å, forces in eV/Å.